DFT (ωB97M-V/def2-TZVPD) results for C17H6F11InN2O4S7Sb as an isolated structure.

```
49
Properties=species:S:1:pos:R:3:nbo_charge:R:1
Sb 2.50331 -4.12830 -3.77786 1.06
In 1.56202 -1.85887 -1.60357 1.42
S -2.25591 0.41028 1.00490 -0.43
S 0.87928 -5.48096 -4.64877 -0.73
S 2.60529 -4.15045 -1.42213 -0.76
S 2.20186 -1.83050 -4.10171 -0.75
S 2.47024 -0.90588 1.79383 2.27
S -2.91615 -1.29266 -2.39449 0.43
S 4.41340 -0.25124 -0.10835 2.29
F -4.50559 -0.52731 2.82579 -0.31
F 0.57902 0.14205 3.22642 -0.29
F -2.15525 3.39699 1.53235 -0.31
F 2.50770 1.07261 3.52071 -0.32
F -5.99199 0.92988 4.47522 -0.33
F 1.38544 1.47856 1.71900 -0.30
F 5.73691 -2.12808 -1.38978 -0.31
F 6.63289 -1.53099 0.48626 -0.32
F 4.86743 -2.77619 0.48651 -0.30
F -3.65553 4.82210 3.19854 -0.32
F -5.60479 3.62910 4.71056 -0.32
O 3.44480 -0.47890 -1.16827 -0.96
O 5.32230 0.83132 -0.30522 -0.92
O 1.54910 -1.21904 0.71943 -0.93
O 2.68162 -1.87426 2.81846 -0.90
N 3.82306 -0.24892 1.32054 -1.24
N 0.66230 0.39858 -1.89642 -0.48
C -4.24580 0.79093 2.87974 0.27
C -5.03052 1.53066 3.74258 0.29
C -1.37260 1.49348 -2.46944 -0.22
C 1.67741 0.54539 2.61024 0.73
C -3.22725 1.34029 2.08017 -0.25
C -4.84378 2.89682 3.86572 0.19
C -1.25686 -0.98541 -2.07481 -0.29
C -0.56863 -2.10216 -1.70442 -0.43
C 0.63339 2.76054 -2.19767 -0.28
C -2.70697 -2.94904 -2.01806 -0.41
C -3.08429 2.73049 2.24221 0.28
C -3.85527 3.49062 3.09955 0.25
C -1.41956 -3.23912 -1.67752 -0.26
C -0.72632 2.70958 -2.48165 -0.14
C 5.47192 -1.77208 -0.13567 0.72
C 1.28247 1.57480 -1.91346 0.08
C -0.64938 0.34082 -2.16228 0.24
H -1.08745 -4.23697 -1.42715 0.23
H 2.34075 1.55109 -1.68731 0.21
H -1.28053 3.61548 -2.69215 0.21
H -3.54037 -3.63080 -2.07122 0.22
H -2.43588 1.42474 -2.64988 0.22
H 1.18278 3.69092 -2.17948 0.21
```

As for the expectation value of S²: 0.761. For the HOMO-LUMO gap (alpha / beta), the calculation gives 6.140 / 4.639 eV. Its total charge is -2. For the HOMO energy (alpha / beta), the calculation gives -1.937 / -1.937 eV. For the total energy, the calculation gives -5378.2835 Eh. As for the multiplicity: 2.